[1]
Computed, not measured: a cluster of 3 separate species, C6H12O4 in total at a distorted geometry, with wB97M-V/def2-TZVPD.

The geometry in XYZ format:
```
22
Properties=species:S:1:pos:R:3
C 2.32420 1.01409 1.01095
C 0.61047 -0.43255 -2.05275
C 0.25616 0.58701 -1.03255
O 1.77729 -0.11811 0.33666
O 0.21941 1.74972 -0.94470
H 3.04141 1.48229 0.33749
H 2.83773 0.70434 1.92499
H 1.54828 1.74422 1.26063
H 1.57563 -0.17068 -2.48855
H 0.63448 -1.42297 -1.61076
H -0.17061 -0.39933 -2.81490
C -0.28803 -0.94052 1.98505
C -2.57749 0.30496 -0.54812
C -1.51332 -0.61914 -0.00735
O -1.00337 -0.12388 1.18079
O -1.36120 -1.78752 -0.32726
H -0.46232 -2.00390 1.87700
H 1.21130 -0.62593 1.00925
H -0.09284 -0.48253 2.94416
H -2.65747 0.17372 -1.62627
H -3.53609 0.02046 -0.10531
H -2.37360 1.34625 -0.30845
```

Calculated values
- HOMO level (spin up / spin down) (eV) = -8.3 / -6.9
- HOMO-LUMO gap (spin up / spin down) (eV) = 8.62 / 6.49
- net charge = 0
- ΔE to the lowest compared entry with this formula, charge and spin (kcal per mole) = 112.1

Charges obtained by natural (NBO) population analysis, quoted in units of e: C -0.2611; C -0.7497; C 0.6594; O -0.7170; O -0.5254; H 0.1909; H 0.1780; H 0.1823; H 0.2362; H 0.2672; H 0.2466; C -0.1636; C -0.7063; C 0.7290; O -0.4864; O -0.6376; H 0.1958; H 0.4723; H 0.1814; H 0.2306; H 0.2370; H 0.2401

[2]
Computed, not measured: a cluster of 2 separate species, C3H11NO in total at a distorted geometry, with wB97M-V/def2-TZVPD.

The geometry in XYZ format:
```
16
Properties=species:S:1:pos:R:3
C -0.65821 -1.16831 1.11022
C -0.42629 -0.71427 -0.34034
O -0.26485 0.68474 -0.43553
C -1.44096 1.42368 -0.24748
H -0.62556 -2.25879 1.17604
H 0.09427 -0.73252 1.75759
H -1.65450 -0.85214 1.44486
H -1.31999 -1.00230 -0.88756
H 0.47168 -1.15873 -0.74681
H -1.36100 2.35998 -0.78812
H -1.63380 1.61351 0.82030
H -2.31655 0.85498 -0.57611
N 2.69212 0.10021 -0.62378
H 2.13688 0.72485 -0.06267
H 2.93283 0.56324 -1.48119
H 3.37394 -0.43813 -0.11942
```

Calculated values
- HOMO level (eV) = -9.4
- HOMO-LUMO gap (eV) = 10.46
- net charge = 0
- ΔE to the lowest compared entry with this formula, charge and spin (kcal per mole) = 22.1
- SMILES = CCOC.N

Charges obtained by natural (NBO) population analysis, quoted in units of e: C -0.6400; C -0.0654; O -0.5484; C -0.2476; H 0.2117; H 0.2079; H 0.1990; H 0.1512; H 0.2150; H 0.1902; H 0.1626; H 0.1615; N -1.1154; H 0.3772; H 0.3708; H 0.3698

[3]
Computed, not measured: a structure of composition C22H24CeCl3NO3P2 at a distorted geometry, with wB97M-V/def2-TZVPD.

The geometry in XYZ format:
```
56
Properties=species:S:1:pos:R:3
C 2.12883 -3.73246 -0.53634
C 1.06188 -2.87777 -0.77134
C 0.06501 -2.71810 0.24953
C 0.20464 -3.44982 1.48902
C 1.30857 -4.31841 1.66251
C 2.25215 -4.45330 0.66520
C -0.71846 -3.20156 2.50537
C -1.78455 -2.32124 2.31499
C -1.86534 -1.62799 1.05445
C -2.88492 -0.63803 0.86246
C -3.78565 -0.37919 1.88592
C -3.71643 -1.06637 3.11224
C -2.73002 -2.01205 3.32783
H 2.89518 -3.82707 -1.30566
H 1.38044 -4.86398 2.60333
H 3.10709 -5.11345 0.80132
H -0.61779 -3.71194 3.46208
H -4.54900 0.38458 1.72781
H -4.44321 -0.83211 3.89159
H -2.65797 -2.55455 4.27171
N -0.90401 -1.79272 0.12394
Ce 1.15085 1.43560 0.44764
C 0.99136 -2.02437 -2.01992
H -0.05358 -1.88728 -2.32043
H 1.56684 -2.46486 -2.84353
C -2.87278 0.15966 -0.41421
H -2.60605 -0.48280 -1.26250
H -3.83979 0.64122 -0.60175
P 1.63558 -0.32809 -1.70602
P -1.58379 1.49573 -0.36772
C -2.46728 2.75979 0.61293
H -1.90382 3.70093 0.57883
H -3.46163 2.91516 0.17263
H -2.57284 2.44026 1.65528
C -1.83334 2.16505 -2.04757
H -2.89307 2.42715 -2.17111
H -1.21068 3.05766 -2.18187
H -1.55460 1.41231 -2.79621
C 3.42587 -0.63338 -1.43678
H 3.84335 -1.19591 -2.28296
H 3.95694 0.32522 -1.33969
H 3.58181 -1.19885 -0.50948
C 1.65680 0.46289 -3.35105
H 2.09228 1.46811 -3.26628
H 2.24751 -0.13661 -4.05874
H 0.62778 0.57252 -3.71745
C 0.21479 2.38104 2.60128
O -0.13396 2.86601 3.59163
H 0.60832 0.06743 1.75326
Cl 4.40533 5.52601 -0.28482
C 2.70665 5.26121 -0.68476
Cl 1.61627 6.09893 0.45839
Cl 2.36752 5.76229 -2.35011
C 2.33070 3.74209 -0.51058
O 2.94810 3.00465 0.34107
O 1.26611 3.31072 -1.08536
```

Calculated values
- HOMO level (spin up / spin down) (eV) = -13.3 / -13.5
- HOMO-LUMO gap (spin up / spin down) (eV) = 3.82 / 5.59
- net charge = +2

Charges obtained by Löwdin population analysis, quoted in units of e: C -0.0205; C -0.2177; C -0.1773; C -0.1319; C 0.0018; C -0.0373; C 0.0808; C -0.1342; C -0.1850; C -0.2202; C -0.0151; C -0.0390; C 0.0022; H 0.1275; H 0.1303; H 0.1226; H 0.1428; H 0.1276; H 0.1225; H 0.1290; N 0.1512; Ce 1.0265; C -0.2592; H 0.0951; H 0.1132; C -0.2589; H 0.0971; H 0.1100; P 0.8008; P 0.8060; C -0.2359; H 0.0614; H 0.0730; H 0.0467; C -0.2251; H 0.0731; H 0.0545; H 0.0508; C -0.2235; H 0.0778; H 0.0610; H 0.0560; C -0.2179; H 0.0569; H 0.0749; H 0.0514; C -0.0148; O 0.2050; H -0.0077; Cl 0.6810; C -1.4956; Cl 0.6585; Cl 0.6665; C -0.7108; O -0.1423; O -0.1654

[4]
Computed, not measured: a cluster of 2 separate species, C3H6P2 in total at a distorted geometry, with wB97M-V/def2-TZVPD.

The geometry in XYZ format:
```
11
Properties=species:S:1:pos:R:3
C 1.08566 -0.20167 0.72426
P 2.24225 -0.84312 -0.30981
P 2.12626 1.20406 0.46978
H 0.53765 -0.47028 1.52430
H 0.99594 1.97948 -0.22631
C -1.23422 0.34995 -0.43115
C -0.96394 -0.93544 -0.32522
H -0.86097 1.04285 -1.17042
H -1.85399 0.97023 0.27847
H -0.57710 -1.65000 -1.06506
H -1.49755 -1.44604 0.53116
```

Calculated values
- HOMO level (eV) = -8.1
- HOMO-LUMO gap (eV) = 8.00
- net charge = 0
- ΔE to the lowest compared entry with this formula, charge and spin (kcal per mole) = 68.2
- SMILES = C1=P#[PH]1.C=C

Charges obtained by natural (NBO) population analysis, quoted in units of e: C -0.8036; P 0.3659; P 0.2642; H 0.1982; H -0.0839; C -0.3816; C -0.3832; H 0.1999; H 0.2040; H 0.2211; H 0.1990

Electronic energy, record by record: -536.62657 -250.86135 -3671.05645 -800.45456 hartree